Entry 1:
{
  "formula": "C32H85N7O9",
  "method": "ωB97M-V with the def2-TZVPD basis set",
  "species": ["H", "N", "H", "H", "H", "C", "N", "C", "H", "C", "C", "H", "C", "C", "H", "H", "H", "H", "C", "H", "H", "H", "C", "H", "H", "C", "C", "C", "H", "H", "H", "H", "H", "C", "C", "H", "C", "C", "H", "H", "H", "H", "O", "H", "H", "O", "H", "N", "C", "H", "H", "C", "H", "H", "C", "H", "C", "H", "H", "H", "H", "H", "H", "H", "H", "C", "C", "H", "O", "N", "H", "H", "O", "C", "H", "H", "C", "H", "H", "N", "H", "H", "H", "H", "H", "H", "H", "C", "C", "H", "C", "O", "H", "C", "C", "H", "H", "C", "H", "H", "H", "H", "O", "H", "H", "H", "H", "H", "H", "H", "H", "H", "H", "H", "O", "H", "C", "H", "H", "H", "N", "N", "H", "H", "H", "C", "O", "H", "H", "C", "O", "H", "H"],
  "positions_angstrom": [[6.904, -1.877, -5.472], [-2.146, 4.070, -2.464], [6.668, -1.601, -3.758], [5.169, -0.812, -7.176], [-4.231, 8.186, 2.376], [-0.412, -7.700, 4.663], [-2.283, -6.058, 4.480], [-4.777, -8.164, -2.884], [-3.574, -8.935, -1.244], [9.301, 5.334, 3.564], [0.314, -8.596, 2.633], [7.102, 0.498, -6.011], [-5.974, -4.954, 2.617], [-2.214, 2.362, 2.357], [-2.165, 2.285, 3.443], [-4.871, -0.287, -2.944], [-3.324, -4.667, 2.084], [-1.607, -5.573, -3.105], [-6.352, 7.751, -0.095], [6.853, 0.810, -4.491], [0.093, -8.268, 5.445], [-5.653, -3.977, 2.255], [9.251, 1.910, 4.839], [5.644, 6.806, 3.348], [-1.146, -6.151, -1.497], [6.152, -1.647, -4.717], [-3.744, -5.617, 2.414], [-4.501, 0.467, -3.638], [-1.838, -6.358, 2.369], [-5.275, -7.365, -2.335], [-2.985, -7.562, 3.080], [-0.707, -7.072, -2.886], [-2.758, 5.197, -4.911], [4.307, 4.691, 2.453], [7.456, 6.464, 2.515], [-4.227, -10.268, -2.260], [-3.495, 5.278, -4.113], [5.985, 6.307, 2.441], [10.253, 1.528, 4.645], [-2.712, 0.114, 1.052], [-3.745, -6.603, -3.990], [9.067, 2.030, 5.907], [-4.842, -5.547, 3.281], [0.111, -9.251, 1.786], [3.748, 5.018, 1.576], [-2.971, 9.690, 0.773], [1.325, -8.768, 3.002], [6.353, 0.688, -5.360], [-3.446, 4.072, -3.170], [-2.436, -7.782, 5.509], [-4.969, 10.148, 0.812], [9.691, 4.286, 4.562], [-2.014, 3.313, -1.808], [4.715, -0.115, -4.279], [-1.510, -6.459, -2.477], [3.963, -3.942, -3.855], [-4.312, 9.450, 0.293], [8.572, 1.119, 4.522], [0.695, -0.923, 2.374], [-5.099, -9.120, -4.677], [-6.584, 6.694, 0.030], [5.014, -3.097, -2.659], [-1.546, -0.372, -1.092], [9.853, 6.235, 3.835], [3.846, 5.026, 3.382], [-4.912, 8.050, 0.533], [-1.742, 0.170, 1.545], [-3.617, -0.035, -4.031], [5.372, -2.811, -4.741], [-5.035, 7.736, 1.965], [-5.234, 0.716, -4.406], [7.348, 4.816, 3.553], [-2.733, -7.099, -2.327], [0.667, -0.865, 1.286], [-6.782, -4.971, 3.348], [-4.057, -6.143, 1.513], [-1.627, -7.085, 5.290], [-1.145, -1.787, 0.715], [9.342, 4.502, 5.572], [7.891, 5.659, 3.675], [-0.943, 9.287, 0.447], [-7.092, 8.450, 0.298], [-6.331, 7.943, -1.167], [-4.424, 5.521, -4.628], [-2.963, -8.110, -4.166], [9.616, 5.098, 2.547], [3.685, -1.205, -6.107], [4.525, -0.549, -6.337], [4.490, -3.019, -3.612], [7.868, 7.458, 2.689], [-4.419, -9.281, -1.840], [-4.031, 1.654, -2.946], [7.817, 6.090, 1.556], [-1.915, 8.958, 0.082], [-3.642, 2.707, -3.863], [-2.737, 2.468, -4.421], [-2.003, 9.135, -0.990], [-3.517, -7.515, -3.440], [0.221, -6.882, 4.320], [-5.737, 8.332, 2.379], [-3.257, 2.147, 2.124], [-4.228, 4.064, -2.410], [9.043, 3.108, 4.032], [3.968, 0.337, -6.642], [-6.245, -8.028, -4.166], [0.322, -7.624, 2.139], [3.759, -2.216, -3.518], [4.119, 3.619, 2.400], [10.774, 4.264, 4.684], [1.173, -1.695, 0.794], [-4.416, 9.737, -0.753], [-1.393, 4.031, -3.135], [-3.170, -5.688, 4.793], [-5.206, -9.465, -1.108], [5.647, 4.930, 2.286], [-1.344, -6.705, 6.272], [-0.746, -0.775, 0.788], [-6.233, -5.580, 1.763], [1.222, 0.066, 1.171], [-4.166, 7.352, 0.153], [-5.622, -8.773, -3.887], [-0.667, -0.294, -0.601], [-4.426, 2.809, -4.613], [-2.029, 7.883, 0.224], [-0.395, 0.675, -0.513], [5.390, -0.399, -5.086], [-0.642, -8.707, 3.657], [-1.908, -0.202, 2.556], [-3.207, 6.153, -3.531], [-2.637, -6.529, 3.091], [-1.305, 1.511, 1.724], [-1.978, 3.395, 2.103], [5.641, 6.868, 1.572]],
  "relative_energy_ev": 3.004,
  "homo_energy_ev": -8.51,
  "total_energy_ha": -2330.35513,
  "orbital_gap_ev": 8.7,
  "mol_weight_g_mol": 712.072
}

Entry 2:
{
  "formula": "C33H66O33",
  "method": "ωB97M-V with the def2-TZVPD basis set",
  "species": ["H", "C", "O", "O", "C", "H", "H", "H", "H", "H", "O", "H", "C", "H", "H", "H", "C", "C", "H", "H", "O", "C", "C", "C", "H", "C", "H", "O", "H", "O", "O", "O", "C", "C", "O", "H", "O", "H", "C", "H", "C", "H", "H", "O", "H", "H", "O", "O", "C", "C", "C", "H", "H", "H", "H", "H", "H", "H", "C", "C", "H", "H", "H", "C", "C", "O", "H", "O", "H", "C", "H", "C", "H", "C", "O", "O", "H", "C", "H", "O", "H", "H", "O", "C", "C", "O", "H", "H", "C", "O", "O", "H", "O", "O", "H", "H", "O", "H", "C", "C", "H", "C", "O", "H", "H", "H", "O", "H", "H", "H", "O", "H", "H", "H", "H", "H", "H", "C", "O", "H", "O", "H", "C", "H", "H", "H", "O", "C", "H", "O", "H", "O"],
  "positions_angstrom": [[-13.606, 5.985, -35.637], [-18.764, 6.491, -42.130], [-15.084, -0.777, -38.525], [-6.578, 1.042, -41.991], [-8.011, 0.649, -39.688], [-16.119, 1.877, -40.886], [-9.481, 3.984, -40.745], [-11.959, 5.864, -35.351], [-15.365, 6.560, -40.554], [-18.013, 0.858, -36.285], [-12.867, 4.540, -42.435], [-4.127, 2.665, -38.427], [-16.000, 2.525, -46.220], [-10.118, -2.656, -36.336], [-22.850, 2.022, -36.279], [-8.785, 0.937, -35.845], [-7.727, 1.168, -35.966], [-6.713, -3.362, -34.679], [-18.631, 0.780, -37.944], [-5.913, -3.729, -35.322], [-14.979, 2.687, -47.037], [-16.671, 3.561, -44.099], [-12.899, 5.406, -35.043], [-7.547, 2.830, -43.843], [-16.301, 1.569, -39.106], [-10.869, -0.196, -34.699], [-5.682, 2.028, -37.664], [-11.526, 4.751, -40.556], [-8.028, -0.423, -39.885], [-13.403, 5.503, -33.701], [-7.991, 3.289, -38.071], [-10.492, 0.142, -33.491], [-8.402, 5.898, -37.278], [-11.084, -2.197, -36.129], [-14.029, -2.540, -39.420], [-14.334, -1.760, -37.039], [-7.189, 5.387, -37.745], [-16.477, 2.825, -43.318], [-18.496, 0.215, -37.021], [-7.475, 2.135, -35.530], [-10.336, 4.369, -41.300], [-9.036, 6.000, -38.159], [-5.499, 2.193, -39.402], [-8.073, -1.542, -36.432], [-14.859, 0.697, -47.799], [-23.812, 0.869, -35.373], [-5.759, 3.921, -38.381], [-21.793, 0.347, -35.940], [-5.217, 2.629, -38.444], [-11.516, 2.575, -37.770], [-12.596, 5.490, -32.680], [-8.201, 6.747, -36.625], [-15.881, 1.850, -48.687], [-14.865, 6.010, -42.070], [-19.812, 2.409, -39.302], [-17.832, -0.625, -37.227], [-6.659, 3.415, -43.600], [-15.656, -0.840, -42.601], [-20.416, 2.268, -40.198], [-12.615, 4.909, -41.274], [-19.174, 7.289, -42.749], [-12.046, 6.879, -30.478], [-6.499, -3.728, -33.675], [-7.074, 4.115, -38.084], [-14.956, 1.734, -48.121], [-15.793, 3.463, -45.212], [-12.032, 5.163, -30.027], [-12.406, 2.006, -38.757], [-21.318, 1.730, -39.908], [-12.664, 5.991, -30.346], [-13.350, 6.147, -29.512], [-13.725, 2.205, -38.587], [-14.046, 1.945, -48.682], [-20.834, 0.773, -36.730], [-8.468, 1.516, -40.752], [-6.905, 0.168, -35.445], [-9.936, 5.249, -41.803], [-22.804, 1.266, -35.496], [-22.523, 1.843, -34.615], [-6.616, -1.857, -34.685], [-11.513, -1.520, -36.868], [-7.039, 0.879, -39.251], [-20.782, 1.831, -37.329], [-7.722, 1.621, -41.901], [-7.247, -1.127, -35.585], [-18.297, 3.806, -41.224], [-12.907, 4.366, -35.370], [-10.494, 3.605, -42.061], [-14.791, 5.755, -41.013], [-15.586, -1.230, -40.486], [-14.341, 1.847, -39.683], [-11.799, -3.015, -36.043], [-19.736, 5.489, -41.709], [-19.840, -0.134, -36.628], [-8.169, 3.271, -44.622], [-13.338, -0.445, -37.429], [-14.269, 2.740, -37.610], [-11.262, 3.627, -37.903], [-19.442, 4.301, -41.139], [-14.834, -1.678, -39.466], [-7.488, 1.291, -37.022], [-14.390, -0.725, -37.378], [-20.579, 3.561, -40.855], [-17.743, 3.553, -44.297], [-16.463, 4.506, -43.598], [-7.619, -3.893, -34.972], [-10.992, -1.546, -34.784], [-15.872, 3.150, -39.807], [-15.378, 4.860, -40.807], [-15.982, -2.531, -42.236], [-11.381, 5.210, -32.689], [-8.732, 0.639, -38.871], [-9.965, 1.732, -32.134], [-8.896, 5.202, -36.601], [-7.256, 1.875, -44.281], [-11.993, 2.440, -36.800], [-10.544, 2.116, -37.953], [-10.394, 1.510, -33.111], [-13.483, 5.467, -40.519], [-9.865, 2.135, -33.831], [-11.062, 0.566, -35.566], [-19.848, 1.593, -40.839], [-15.729, 2.072, -39.887], [-11.412, 1.898, -33.126], [-18.079, 5.932, -42.768], [-14.990, -0.292, -36.577], [-13.346, 5.884, -31.595], [-15.440, -1.647, -41.900], [-18.116, 6.795, -41.309], [-8.260, 2.540, -42.687], [-14.378, -1.847, -42.043], [-16.910, 1.683, -46.261]],
  "relative_energy_ev": 1.867,
  "homo_energy_ev": [-11.83, -11.83],
  "total_energy_ha": -3779.40305,
  "orbital_gap_ev": [8.1, 1.7],
  "total_charge": 1,
  "mol_weight_g_mol": 990.858,
  "multiplicity": 2
}

Entry 3:
{
  "formula": "C22H31BBrFN3O4S2",
  "method": "ωB97M-V with the def2-TZVPD basis set",
  "species": ["C", "C", "C", "C", "H", "H", "H", "C", "H", "C", "C", "O", "H", "C", "H", "C", "F", "H", "C", "H", "H", "H", "H", "H", "H", "Br", "N", "N", "C", "H", "H", "H", "H", "H", "H", "H", "S", "H", "H", "H", "O", "N", "H", "H", "H", "C", "C", "H", "C", "C", "C", "C", "C", "C", "H", "H", "C", "H", "C", "S", "O", "H", "C", "B", "O"],
  "positions_angstrom": [[-3.861, 1.844, -1.909], [-0.714, -3.681, 2.134], [-2.835, 4.145, -1.796], [0.251, 2.582, 0.822], [-3.211, 2.829, -0.035], [0.358, 2.466, 1.915], [-1.663, -4.040, 2.590], [-0.836, 1.607, 0.217], [3.106, 4.728, 2.375], [1.636, -1.002, -1.155], [-1.816, -4.053, -0.202], [3.769, 2.924, -1.854], [-2.703, -3.530, 0.184], [-1.691, -4.554, -1.510], [-3.534, 0.793, -1.974], [-0.506, -5.191, -1.941], [1.628, 2.677, -2.935], [1.285, -4.983, 0.974], [0.507, -1.680, 1.877], [1.511, -5.858, -1.336], [-0.694, 2.802, -1.696], [0.097, -4.145, 2.729], [-1.499, 1.228, -1.803], [-2.819, 4.968, -1.061], [-0.480, -5.524, -2.986], [-0.433, 4.438, 0.632], [-0.993, -0.865, -0.473], [2.419, 3.974, 2.351], [-1.396, 2.137, -1.163], [-1.657, 1.597, 0.963], [2.273, -1.133, 3.050], [4.072, 1.620, 1.689], [0.780, -1.428, 4.083], [2.486, 3.429, 3.216], [-0.281, 0.294, 2.260], [2.710, -3.003, -1.117], [2.791, 1.942, -2.146], [-3.920, 2.228, -2.946], [-2.001, 4.219, -2.524], [1.394, 0.297, 1.688], [3.343, 0.865, -2.874], [2.081, 1.369, -0.612], [1.674, 3.454, -0.557], [-2.531, -4.401, -2.200], [1.048, -2.308, 1.147], [0.565, -5.377, -1.055], [1.023, 0.370, -0.969], [2.865, 0.854, -0.170], [1.372, -1.757, 3.207], [0.449, -4.880, 0.262], [1.664, 2.592, 0.148], [2.300, -2.006, -1.241], [-2.866, 2.730, -1.081], [-0.131, 0.181, 0.088], [-3.754, 4.251, -2.409], [0.637, 0.629, -1.978], [0.401, -0.180, 1.522], [-4.881, 1.943, -1.489], [-0.734, -4.219, 0.681], [-3.645, -0.792, 0.376], [4.063, 2.496, 1.267], [1.690, -2.809, 3.331], [-2.149, -0.857, -0.088], [2.746, 3.013, 1.289], [-0.758, -2.257, 2.219]],
  "homo_energy_ev": -11.54,
  "total_energy_ha": -4816.86037,
  "orbital_gap_ev": 7.3,
  "total_charge": 1,
  "mol_weight_g_mol": 575.355
}

Entry 4:
{
  "formula": "C4H8S2",
  "method": "ωB97M-V with the def2-TZVPD basis set",
  "species": ["S", "H", "H", "H", "S", "C", "H", "H", "C", "H", "C", "C", "H", "H"],
  "positions_angstrom": [[0.411, -0.581, -1.098], [-1.397, -0.855, -2.463], [-3.350, -0.503, -0.616], [-1.642, 0.748, -1.638], [0.788, -0.160, 1.903], [-2.356, -0.916, -0.422], [1.095, 2.493, 1.231], [-2.412, -1.968, -0.256], [-1.336, -0.351, -1.510], [1.959, 2.287, -0.338], [0.771, 0.484, 0.304], [0.989, 2.039, 0.140], [-1.984, -0.378, 0.462], [0.137, 2.501, -0.343]],
  "relative_energy_ev": 1.768,
  "homo_energy_ev": -8.52,
  "total_energy_ha": -953.52165,
  "orbital_gap_ev": 7.7,
  "mol_weight_g_mol": 120.242
}

Entry 5:
{
  "formula": "C6H12O",
  "method": "ωB97M-V with the def2-TZVPD basis set",
  "species": ["H", "C", "H", "C", "H", "H", "C", "H", "H", "H", "C", "H", "H", "H", "C", "O", "H", "C", "H"],
  "positions_angstrom": [[1.436, 1.959, -0.037], [-1.720, 0.505, -1.061], [-1.213, 0.711, -2.010], [2.614, 0.120, 0.016], [-1.034, -1.588, -0.966], [3.245, 0.420, 0.859], [1.290, 0.875, -0.023], [-1.958, -1.719, 1.652], [-1.643, 1.409, -0.446], [0.753, 0.593, -0.938], [-1.680, -0.808, 1.123], [-2.296, 0.048, 1.385], [-2.779, 0.338, -1.288], [0.363, -1.496, 0.997], [-0.239, -0.598, 0.829], [0.434, 0.594, 1.077], [2.451, -0.962, 0.075], [-1.182, -0.715, -0.329], [3.158, 0.312, -0.916]],
  "relative_energy_ev": 1.701,
  "homo_energy_ev": -9.48,
  "total_energy_ha": -310.99677,
  "orbital_gap_ev": 10.6,
  "mol_weight_g_mol": 100.161
}

Entry 6:
{
  "formula": "C26H40FeN2O8P4S",
  "method": "ωB97M-V with the def2-TZVPD basis set",
  "species": ["C", "H", "C", "H", "C", "C", "H", "H", "C", "C", "H", "C", "C", "H", "H", "H", "H", "H", "P", "H", "H", "H", "H", "O", "H", "H", "H", "C", "O", "H", "C", "C", "C", "C", "H", "O", "O", "H", "O", "H", "S", "O", "H", "P", "N", "H", "H", "O", "H", "O", "H", "C", "C", "H", "P", "H", "H", "H", "H", "C", "H", "N", "H", "C", "H", "C", "C", "C", "C", "H", "H", "H", "C", "C", "H", "H", "H", "Fe", "C", "C", "C", "P"],
  "positions_angstrom": [[3.272, -6.332, 0.829], [4.488, 2.076, -1.045], [3.659, 0.147, 0.696], [-3.295, 6.534, 1.545], [4.764, -0.601, -1.444], [-1.013, 4.347, -0.681], [4.094, -7.011, 1.015], [-0.739, 7.814, 1.962], [-3.770, -1.234, 0.178], [-0.620, 5.622, -0.312], [-4.023, -3.913, 0.046], [1.951, -6.748, 1.124], [-1.432, 6.425, 0.485], [-1.351, -2.432, -2.722], [-3.242, -3.436, -1.455], [2.874, -1.648, -3.319], [4.792, -0.504, -2.530], [3.456, 1.674, -2.413], [1.001, -0.273, 3.004], [2.729, 2.160, -0.865], [-4.639, -1.585, 0.738], [-2.568, -1.182, -2.407], [-1.412, 3.419, 3.684], [-0.808, 3.411, 2.932], [4.609, 0.597, 0.992], [-2.216, -1.578, 2.318], [-2.493, 3.025, -2.911], [1.116, -4.628, 0.378], [-1.759, 1.278, 1.785], [2.858, 0.741, 1.132], [-2.657, 5.921, 0.920], [-2.235, 3.875, -0.233], [3.576, 0.149, -0.829], [3.515, -5.092, 0.315], [-1.583, -3.200, 1.988], [0.802, 0.322, -1.078], [0.161, -0.650, 1.711], [0.339, 6.000, -0.643], [0.401, -1.288, 4.107], [-3.999, 4.243, 0.941], [-2.815, 2.270, -0.688], [-1.583, 1.388, -1.001], [-0.907, -0.694, -2.721], [-1.178, -1.500, -0.475], [2.660, -2.983, -0.437], [-3.320, -2.962, 2.230], [-4.089, -1.089, -0.856], [0.432, 2.073, 1.151], [4.757, -1.657, -1.179], [0.118, 1.152, 3.505], [5.682, -0.158, -1.052], [-3.060, 4.642, 0.578], [2.103, -0.904, -3.126], [2.334, 0.013, -3.666], [1.995, -0.575, -1.363], [-0.370, 3.714, -1.279], [3.619, -0.860, 1.113], [1.787, -7.737, 1.532], [-2.338, -4.365, -0.245], [-0.990, 7.800, 0.900], [4.515, -4.753, 0.081], [0.063, -3.796, 0.166], [-4.149, 3.358, -2.307], [-3.077, -3.579, -0.386], [-3.474, -0.273, 0.605], [-2.655, -2.285, 0.314], [-2.413, -2.521, 1.808], [1.637, -2.192, -0.613], [-1.526, -1.461, -2.259], [-0.110, 8.119, 0.344], [1.143, -1.289, -3.470], [-0.566, -1.337, 4.104], [2.432, -4.217, 0.080], [0.890, -5.919, 0.905], [-3.699, 1.700, -2.797], [-0.126, -6.216, 1.127], [-1.782, 8.530, 0.740], [-0.521, 0.502, 0.350], [3.546, 1.604, -1.327], [-3.341, 2.629, -2.357], [0.295, -2.600, -0.299], [-0.518, 1.982, 2.336]],
  "relative_energy_ev": 0.000,
  "homo_energy_ev": [-11.24, -11.25],
  "total_energy_ha": -4753.62133,
  "orbital_gap_ev": [8.2, 8.2],
  "total_charge": 1,
  "mol_weight_g_mol": 720.420,
  "multiplicity": 2
}